(1)
Computed, not measured: a cluster of 2 separate species, C2H6N4O2 in total, with ωB97M-V/def2-TZVPD.

LUMO ... 0.21 eV

Last column: Löwdin charge in e.
Geometry (Å):
C1 0.126 -0.262 -0.829  -0.43
C2 -0.048 2.267 1.279  0.03
H1 0.441 -0.146 1.582  -0.12
H2 0.883 -1.908 1.740  0.15
H3 -0.995 -0.261 -2.467  0.04
H4 -1.026 -2.395 -1.321  0.26
H5 0.349 2.986 0.544  0.09
H6 -0.057 2.371 2.523  0.16
N1 0.986 -0.840 1.302  0.02
N2 0.412 -1.230 -0.118  0.05
N3 -0.233 -0.679 -2.200  -0.08
N4 -0.293 1.056 0.911  -0.03
O1 -0.314 -2.014 -2.359  -0.14
O2 -0.230 1.054 -0.586  -0.01

---

(2)
Computed, not measured: the ion C2H6N4O3PS with charge +1, with ωB97M-V/def2-TZVPD.

SMILES string ... Nc1ncn(P(O)(O)=S)[n+]1O
Total charge ... +1
LUMO ... -4.64 eV

Last column: Löwdin charge in e.
Geometry (Å):
N1 -1.119 1.476 -2.516  0.21
C1 -0.527 0.526 -1.787  -0.25
N2 -0.014 -0.753 -2.163  0.16
C2 0.439 -1.286 -0.923  -0.01
N3 0.182 -0.327 0.092  -0.14
P1 0.625 -0.791 1.732  0.35
O1 0.220 -2.449 1.863  -0.21
O2 2.228 -0.488 2.118  -0.21
S1 -0.473 0.124 3.073  0.33
N4 -0.412 0.815 -0.385  -0.11
O3 -0.784 1.880 0.326  0.08
H1 -1.270 2.419 -2.148  0.14
H2 -1.464 1.223 -3.452  0.15
H3 0.889 -2.317 -0.854  0.17
H4 -0.716 -2.461 1.546  0.08
H5 2.191 -0.050 3.003  0.07
H6 0.004 2.461 0.475  0.17

---

Question: Number 2 is which compound?
Answer: C2H6N4O3PS

---

Question: Look up the LUMO of the second one.
Answer: -4.64 eV

---

Question: Among the records above, which one has the highest LUMO?
Answer: C2H6N4O2